No. 1
Computed, not measured: the ion C8H13F3N3 with charge +1 at a distorted geometry, with wB97M-V/def2-TZVPD.

The geometry in ORCA input format:
```
! wB97M-V def2-TZVPD RIJCOSX def2/J DEFGRID3
* xyz 1 1
C 0.679 -1.901 -0.045
C 1.258 -0.724 0.125
C -1.634 -1.005 -0.317
C -0.812 -2.163 -0.051
C -0.123 0.835 0.665
C 0.051 0.965 2.175
C 0.057 1.847 -1.527
C 2.647 -0.210 0.040
N -1.326 0.223 0.187
N -2.753 -1.076 -1.089
N 0.209 1.902 -0.072
F 2.846 0.853 0.860
F 3.579 -1.116 0.437
F 2.952 0.126 -1.211
H 1.274 -2.801 -0.090
H -1.046 -2.938 -0.721
H -1.008 -2.549 0.993
H -0.673 1.658 2.537
H 1.070 1.154 2.419
H -0.013 0.052 2.722
H -0.525 2.709 -1.967
H 0.985 1.929 -2.075
H -0.319 0.887 -1.689
H -2.163 0.902 0.165
H -2.725 -2.023 -1.506
H -3.275 -0.217 -1.266
H 0.788 2.681 0.301
*
```

No. 2
Computed, not measured: a cluster of 2 separate species, C8H13FN3 in total at a distorted geometry, with wB97M-V/def2-TZVPD.

The geometry in ORCA input format:
```
! wB97M-V def2-TZVPD RIJCOSX def2/J DEFGRID3
* xyz 1 1
C -0.178 1.875 2.955
C 0.034 2.566 1.793
C -0.127 0.477 2.880
C -0.159 1.879 0.588
C -0.234 0.515 0.578
C 1.317 -1.283 -2.841
C 0.533 -1.392 -1.488
C -0.376 -0.134 -1.371
N -0.302 -0.204 1.741
N -1.589 -0.186 -1.814
N -0.458 -1.562 1.639
F -0.025 2.620 -0.536
H -0.309 2.465 3.861
H 0.288 3.705 1.931
H -0.183 -0.215 3.776
H 0.843 -1.744 -3.673
H 1.424 -0.265 -3.097
H 2.271 -1.789 -2.702
H -0.231 -2.242 -1.712
H 1.158 -1.443 -0.590
H 0.225 0.846 -1.585
H -2.147 0.621 -1.826
H -1.926 -1.135 -1.740
H 0.057 -2.019 2.468
H 0.095 -1.957 0.763
*
```

E across the listed records, respectively: -776.18019, -576.38737 Ha.
Relative energy (zero: lowest compared OMol25 entry of this formula, charge and spin) across the listed records, respectively: 25.6, 101.4 kcal/mol.
E_LUMO across the listed records, respectively: -0.14077, -0.13981 hartree.